A cluster of 10 separate species, H20O10 in total at a distorted geometry. Source: OMol25; level of theory: wB97M-V/def2-TZVPD.

Each line ends with the natural charge from an NBO analysis.
Cartesian coordinates (Å):
O  0.11851  -0.76018  -0.83724  -0.957
H  0.43758  -0.91036  0.05977  0.475
H  -0.75930  -0.38182  -0.71363  0.481
O  -1.53369  1.83836  -0.08820  -0.897
H  -1.44785  2.57980  0.52162  0.490
H  -1.11465  1.10417  0.37480  0.419
O  -2.56359  -2.61716  -1.06091  -0.945
H  -2.12903  -1.83698  -0.69834  0.472
H  -1.99753  -2.88100  -1.79505  0.463
O  2.50717  -1.88855  -0.57809  -0.958
H  1.98810  -1.50478  -1.29382  0.502
H  2.14694  -2.77684  -0.47732  0.484
O  -1.06594  2.04770  -1.88237  -0.912
H  -0.67007  2.40282  -2.68621  0.441
H  -0.37372  1.49303  -1.50532  0.458
O  -5.04789  0.92870  0.82610  -0.938
H  -5.31750  0.53006  -0.00900  0.471
H  -4.58172  0.22042  1.28436  0.468
O  5.29856  0.50054  -0.48218  -0.938
H  4.72879  1.14506  -0.04751  0.465
H  4.73206  -0.26994  -0.60232  0.473
O  2.95321  -0.74404  1.78162  -0.964
H  2.75647  -1.39812  2.46166  0.463
H  2.52750  -1.09302  0.99043  0.476
O  1.04471  3.31747  0.70443  -0.936
H  1.90356  3.52878  1.08746  0.473
H  1.11953  2.38837  0.45913  0.464
O  -2.22941  -1.59941  1.21284  -0.939
H  -1.69692  -2.40171  1.25468  0.483
H  -1.73391  -0.96139  1.73859  0.466

Its molecular weight is 180.1 g/mol. The HOMO energy is -9.9 eV. As for the gap between HOMO and LUMO: 9.172 eV. The energy relative to the best compared isomer or geometry (same formula, charge and spin) comes out at 5.598 eV. Its charge is 0. As for the LUMO energy: -0.681 eV. The maximum force is 6.3 eV/A. As for the SMILES: O.O.O.O.O.O.O.O.O.O.



A structure of composition CHInO3 at a distorted geometry. Source: OMol25; level of theory: wB97M-V/def2-TZVPD.

Each line ends with the Mulliken charge.
Cartesian coordinates (Å):
In  -2.57458  0.40812  -0.14317  1.489
O  1.15796  -0.84113  -0.12839  -0.245
C  0.14572  -0.01273  0.10213  0.935
O  0.35863  1.16386  0.35008  -0.328
O  -0.99076  -0.47109  -0.16852  -0.237
H  1.90304  -0.24703  -0.01213  0.386

Its molecular weight is 175.8 g/mol. The HOMO energy is -21.6 eV. As for the gap between HOMO and LUMO: 4.704 eV. The energy relative to the best compared isomer or geometry (same formula, charge and spin) comes out at 1.164 eV. Its charge is +2. As for the LUMO energy: -16.912 eV. The maximum force is 5.0 eV/A.